(1)
The following is a DFT calculation (the ωB97M-V functional and the def2-TZVPD basis) of a cluster of 7 separate species, C12H38O7 in total.

Each line ends with the Mulliken charge.
Element x y z (Å)
C -0.50582 1.84880 2.90044  -1.102
C -0.68964 2.67879 1.63600  -0.235
O 0.57060 2.98858 1.06359  -0.332
H -0.11362 2.43073 3.73018  0.379
H -0.00262 0.91264 2.67745  0.113
H -1.53866 1.63745 3.19900  0.426
H -1.29379 3.54040 1.94896  0.393
H -1.32925 2.19618 0.89044  0.201
H 0.48906 3.62642 0.34440  0.279
C 2.41532 -2.01614 -4.05859  -0.711
C 3.16754 -3.28225 -3.67551  -0.262
O 4.55598 -3.00077 -3.50436  -0.534
H 2.80547 -1.44530 -4.89820  0.364
H 2.40575 -1.34383 -3.19526  0.078
H 1.35938 -2.24867 -4.24105  0.277
H 2.93068 -4.05580 -4.41657  0.261
H 2.86189 -3.67295 -2.70637  0.222
H 4.96970 -2.82619 -4.35403  0.310
C -0.98249 -4.32709 -0.24356  -1.320
C -1.34161 -3.06639 -1.05335  0.956
O -2.51819 -3.29712 -1.81387  -0.639
H -0.09103 -4.11565 0.35192  0.343
H -0.70282 -5.16289 -0.89052  0.346
H -1.82155 -4.71680 0.33313  0.317
H -0.51006 -2.93600 -1.74969  -0.122
H -1.44783 -2.22528 -0.37231  -0.256
H -3.16871 -2.67692 -1.44372  0.409
C 4.09023 5.66118 2.19467  -1.259
C 3.05025 4.65028 1.74721  0.171
O 2.84627 3.63206 2.74302  -0.574
H 5.09796 5.27497 2.04227  0.308
H 3.97473 5.98902 3.22671  0.324
H 3.96265 6.57682 1.61059  0.347
H 3.28042 4.15219 0.80188  0.227
H 2.09764 5.19570 1.68484  0.119
H 2.17049 3.10720 2.28339  0.257
C -4.85820 0.32879 -1.79629  -1.232
C -4.12926 -0.06071 -0.53002  0.223
O -4.16212 -1.47293 -0.33627  -0.576
H -4.92198 1.40998 -1.91414  0.351
H -5.89859 0.00131 -1.71640  0.290
H -4.45752 -0.14953 -2.69148  0.339
H -4.74038 0.40527 0.25089  0.364
H -3.10168 0.28908 -0.45097  -0.056
H -4.46643 -1.69288 0.54605  0.258
C 0.81929 0.04935 -0.42393  0.021
O 1.53575 1.12284 -0.97309  -0.603
H 1.00365 -0.88571 -0.94809  0.161
H 1.11122 -0.10994 0.62094  0.175
H -0.26603 0.21015 -0.42047  -0.121
H 1.47720 1.88264 -0.37837  0.336
C -0.79103 -1.77907 2.45775  -0.248
O -1.83552 -1.47713 3.38212  -0.534
H 0.25291 -1.64221 2.74601  0.320
H -0.98338 -2.80993 2.12799  0.409
H -0.95783 -1.24964 1.51640  -0.271
H -1.67438 -2.05308 4.13823  0.314

Properties
ΔE to the lowest compared entry with this formula, charge and spin = 3.209 eV
Kohn-Sham gap = 10.11 eV
total energy = -1006.56353 hartree
SMILES string = CCO.CCO.CCO.CCO.CCO.CO.CO

(2)
The following is a DFT calculation (the ωB97M-V functional and the def2-TZVPD basis) of a structure of composition C12H38O7.

Each line ends with the Mulliken charge.
Element x y z (Å)
C -2.27480 0.37453 1.58203  -1.305
C -2.65106 -0.69956 0.55020  -0.446
O -3.78385 -1.36016 1.08172  -0.591
H -3.08789 1.09316 1.68473  0.414
H -1.50384 0.99007 1.11854  0.369
H -1.98513 0.05754 2.58388  0.494
H -1.77816 -1.35173 0.52159  0.808
H -2.75495 -0.10985 -0.36060  0.649
H -3.48088 -1.76273 1.89889  0.375
C -2.49327 -2.75145 -0.91758  -1.405
C -1.37348 -2.19702 -1.80995  -0.093
O -1.54498 -0.80351 -1.73519  -0.724
H -2.19578 -2.75216 0.13103  0.408
H -2.77498 -3.76644 -1.19782  0.568
H -3.47310 -2.27605 -0.96266  0.309
H -1.55774 -2.52446 -2.83314  0.465
H -0.37781 -2.59091 -1.60597  0.261
H -0.85020 -0.21893 -1.42352  1.707
C -0.34760 3.02027 -0.42699  -1.096
C 0.81628 3.89364 0.03563  -0.613
O 1.96743 3.50636 -0.62593  -0.490
H -0.50894 3.10329 -1.50178  0.372
H -1.34286 3.21540 -0.02764  0.402
H -0.16601 1.95297 -0.30047  1.858
H 0.83887 4.02363 1.11762  0.329
H 0.75153 4.88238 -0.41856  0.491
H 2.68976 4.12058 -0.47564  0.316
O -0.37355 0.13952 -0.70722  -0.815
H -0.81879 0.61322 -0.00464  -1.562
H -0.48887 0.69243 -1.48003  -0.266
O -0.39039 1.16028 -2.28996  -0.713
H 0.51380 1.30933 -2.56646  0.167
H -0.79757 0.71299 -3.03182  0.637
C 1.76334 0.12364 3.21585  -1.401
C 0.93447 -0.85773 2.38167  -0.335
C -0.19649 -0.10930 1.57367  -0.072
O 1.71166 -1.39810 1.44539  -0.549
H 2.18018 0.87954 2.55031  0.249
H 2.62589 -0.26381 3.75806  0.349
H 1.04529 0.67256 3.82512  0.398
H 0.45253 -1.56660 3.05497  0.551
H -0.91232 -0.69884 1.00083  -0.801
H 0.26686 0.71043 1.02462  0.026
H -0.74522 0.32362 2.41008  0.291
H 2.33493 -0.69527 1.24747  0.477
C 2.15797 -0.18172 -2.18312  -1.222
C 1.80406 -1.05715 -0.95977  1.728
C 2.95215 -1.83241 -0.32994  -1.636
O 1.35236 -0.06727 0.01125  -0.615
H 2.85331 0.62459 -1.94971  0.272
H 1.24988 0.13828 -2.69407  0.167
H 2.73327 -0.86478 -2.80807  0.474
H 0.97309 -1.73047 -1.17006  -1.078
H 2.64860 -2.38803 0.55733  0.292
H 3.79177 -1.19654 -0.04920  0.274
H 3.09274 -2.52427 -1.16039  0.595
H 0.52853 0.26299 -0.35460  0.287

Properties
ΔE to the lowest compared entry with this formula, charge and spin = 27.391 eV
Kohn-Sham gap = 7.67 eV
total energy = -1005.67486 hartree

(3)
The following is a DFT calculation (the ωB97M-V functional and the def2-TZVPD basis) of a cluster of 8 separate species, C12H39N7O8 in total.

Each line ends with the Mulliken charge.
Element x y z (Å)
C -1.18215 8.75898 -16.72015  -1.700
C -1.15574 8.11356 -15.33337  1.777
C -2.54871 7.51510 -15.09480  -2.071
C -0.15703 6.95464 -15.29690  -1.397
C 1.28870 7.41278 -15.20238  -0.539
C 1.48048 8.37834 -14.03442  -0.567
C 0.46691 9.52188 -14.00026  1.504
C 0.53265 10.15141 -12.61189  -1.819
C 0.87877 10.58145 -15.04185  -1.610
N -0.88655 9.00772 -14.21297  0.185
O -1.77439 10.10948 -14.21675  -0.509
H -1.52172 8.06514 -17.48855  0.475
H -1.90902 9.57708 -16.69807  0.346
H -0.23191 9.18146 -17.04029  0.308
H -3.31136 8.29850 -15.14302  0.442
H -2.80937 6.74475 -15.81800  0.395
H -2.61263 7.10939 -14.08146  0.458
H -0.37080 6.22841 -14.50922  0.329
H -0.29568 6.43094 -16.24699  0.476
H 1.95561 6.55744 -15.08815  0.470
H 1.58679 7.91758 -16.12720  0.210
H 2.48731 8.80293 -14.06185  -0.186
H 1.46701 7.78936 -13.10844  0.435
H 1.58628 10.37962 -12.40817  0.309
H 0.17432 9.49498 -11.81959  0.468
H 0.01941 11.11074 -12.52613  0.407
H 1.20207 10.13839 -15.98114  0.178
H 1.66169 11.25796 -14.69115  0.518
H 0.02635 11.23524 -15.24358  0.409
H -2.45682 9.85956 -13.58674  0.357
N 7.71069 7.83023 -14.56677  -0.262
C 8.91837 8.45531 -14.54481  0.664
N 10.02085 7.65456 -14.50894  -0.445
O 9.01407 9.68565 -14.60754  -0.701
H 6.87209 8.41334 -14.57596  0.033
H 7.69406 6.83634 -14.43276  0.194
H 9.90187 6.66497 -14.61090  0.156
H 10.92481 8.08504 -14.49927  0.244
N 4.39099 11.03896 -13.59402  -0.254
C 5.55281 10.54020 -14.11078  0.676
N 6.71372 11.07227 -13.65222  -0.065
O 5.51271 9.57553 -14.89085  -0.617
H 4.36318 11.74085 -12.87475  0.092
H 3.53288 10.55029 -13.77101  0.085
H 6.68080 11.87841 -13.04791  0.195
H 7.55504 10.60190 -14.00124  0.053
N 6.95076 10.97499 -19.62425  -0.413
C 6.66240 10.17513 -18.55574  0.540
N 6.71436 10.77634 -17.32116  -0.188
O 6.35781 8.99326 -18.66756  -0.743
H 6.87598 10.51447 -20.51236  0.262
H 7.51642 11.79278 -19.50119  0.196
H 6.56068 11.76697 -17.27009  0.250
H 6.39171 10.16477 -16.58112  0.090
O 9.41584 12.27705 -16.05987  -0.652
H 9.00108 12.77587 -16.76751  0.269
H 8.72766 11.68862 -15.73143  0.414
O 3.86914 8.97675 -17.34032  -0.675
H 4.05970 8.92734 -16.39705  0.333
H 4.75020 8.89552 -17.75261  0.296
O 6.91596 13.29249 -11.60143  -0.707
H 7.74178 13.68026 -11.91105  0.287
H 6.35420 14.04402 -11.37801  0.319
O 4.21891 12.87624 -10.36356  -0.637
H 4.45720 13.10926 -9.46183  0.318
H 5.05430 12.68870 -10.80071  0.333

Properties
ΔE to the lowest compared entry with this formula, charge and spin = 0.000 eV
Kohn-Sham gap = 8.41 eV
total energy = -1465.94927 hartree
SMILES string = CC1(C)CCCC(C)(C)N1O.NC(N)=O.NC(N)=O.NC(N)=O.O.O.O.O

no.,HOMO (eV)
1,-9.763
2,-7.397
3,-8.330